ORCA calculation (wB97M-V/def2-TZVPD) on a molecular structure, C18H46MnO13P3 in a non-equilibrium geometry.

Computed properties:
Orbital gap (spin up / spin down) (eV): 7.07 / 6.94
F_max (Eh/bohr): 0.0365
LUMO (spin up / spin down) (eV): -5.2 / -5.3
Total charge: +1
E_tot (eV): -105218.1973
Spin multiplicity: 6

```
81
Properties=species:S:1:pos:R:3:forces:R:3
Mn 0.294 -0.832 2.310 -0.9700 -0.8697 -1.3528
O 0.026 -0.594 0.505 0.1257 0.2922 0.3825
H -0.087 -0.074 -0.298 0.2074 0.0474 0.4587
C 0.498 4.456 4.473 0.3442 0.2642 -0.2255
C 0.563 5.821 3.803 -0.0155 0.0410 0.2472
O -0.713 6.214 3.272 -0.0624 0.0932 0.1673
P -1.307 5.740 1.904 0.4374 0.3881 -0.1171
O -2.417 6.547 1.419 -0.2425 -0.1596 -0.0700
O -0.047 5.700 0.918 -0.2601 -0.0468 0.1011
C -0.005 6.588 -0.216 -0.0856 0.0139 -0.6793
C 1.004 6.037 -1.205 0.7740 0.7467 0.4828
O -1.602 4.202 2.193 -0.0845 0.1084 -0.1881
C -2.248 3.409 1.198 0.4603 -1.5672 -0.1596
C -1.473 3.291 -0.109 0.3131 1.0833 -0.3310
H -0.503 4.308 4.871 0.0076 -0.1389 0.0560
H 0.756 3.674 3.759 -0.2094 -0.1385 0.0651
H 1.222 4.435 5.288 -0.0270 -0.1120 0.0224
H 0.803 6.579 4.545 -0.0880 0.0894 -0.0624
H 1.311 5.873 3.012 0.0031 -0.0668 -0.0039
H -0.991 6.691 -0.669 -0.1142 -0.1664 0.2249
H 0.304 7.582 0.106 -0.0410 -0.0048 0.1235
H 0.980 6.574 -2.153 -0.3603 -0.1224 -0.0729
H 1.989 6.290 -0.799 0.1090 -0.4750 -0.0671
H 0.936 4.963 -1.356 -0.1536 -0.0130 -0.0595
H -2.260 2.394 1.609 -0.1523 0.1762 0.3583
H -3.289 3.684 1.036 0.0798 0.4327 0.0858
H -1.592 2.327 -0.601 -0.4495 0.0610 -0.0541
H -1.756 4.125 -0.759 -0.1434 -0.3388 -0.3302
H -0.399 3.443 0.004 -0.0232 -0.2237 0.4757
C -5.097 -1.899 0.778 -0.1201 -0.8176 -0.1877
C -3.616 -1.888 1.109 -0.8406 0.6210 -0.9603
O -3.351 -2.823 2.170 0.1330 0.2683 -0.1419
P -1.962 -3.509 2.320 -0.9651 -0.3898 0.7313
O -0.821 -2.559 2.366 0.8690 0.7572 0.6187
O -2.100 -4.305 3.648 0.8020 0.0751 0.1441
C -2.736 -5.592 3.751 -1.2166 -0.5458 0.6776
C -2.713 -6.083 5.179 0.3919 -0.5732 0.2948
O -1.938 -4.532 1.170 -0.0937 -0.2541 -0.8139
C -0.890 -5.400 0.748 1.5361 -0.8551 -0.4081
C 0.343 -4.662 0.250 -0.3608 0.4529 0.6620
H -5.359 -2.868 0.343 0.1079 -0.0243 0.0924
H -5.762 -1.777 1.630 0.1621 0.3984 0.0724
H -5.304 -1.184 -0.018 -0.0209 0.2786 0.2529
H -3.119 -2.140 0.168 0.4502 -0.3144 0.3458
H -3.285 -0.884 1.378 0.1015 -0.1314 0.3714
H -3.798 -5.491 3.512 0.1365 0.2890 -0.3630
H -2.325 -6.342 3.079 0.3628 0.3020 -0.1417
H -3.110 -5.356 5.883 -0.0472 0.0667 -0.0945
H -3.326 -6.987 5.228 -0.2260 0.1740 -0.0532
H -1.744 -6.434 5.541 0.1798 0.3956 -0.2017
H -0.561 -6.093 1.530 -0.4246 0.2694 0.3463
H -1.267 -6.045 -0.043 -0.4649 0.3050 -0.0213
H 0.051 -3.906 -0.478 0.2452 -0.1602 -0.2632
H 0.816 -4.137 1.085 -0.0191 0.0045 -0.0508
H 1.084 -5.368 -0.116 -0.1392 -0.0032 -0.3384
C 4.785 -2.489 -6.033 0.8825 -0.0095 -0.6444
C 3.419 -2.186 -5.500 0.1915 -0.2476 0.2012
O 3.533 -1.793 -4.108 -0.2180 -0.1687 0.0162
P 3.466 -0.277 -3.694 0.2940 -0.5951 -0.7794
O 4.416 0.595 -4.361 0.1430 0.6086 -0.0811
O 3.684 -0.333 -2.136 -0.4482 -0.1589 0.3854
C 2.754 -1.038 -1.277 0.3363 0.6894 0.2874
C 2.960 -2.525 -1.302 0.2552 -0.6588 0.0269
O 1.929 0.025 -3.995 -0.1742 0.2162 0.5938
C 1.451 1.382 -3.832 0.0023 -0.4054 -0.0585
C 0.484 1.506 -2.677 0.1431 -0.3589 1.0239
H 5.386 -1.579 -6.065 -0.0217 -0.0027 0.1602
H 5.341 -3.243 -5.476 -0.2458 0.0620 0.3195
H 4.769 -2.864 -7.061 -0.3697 0.0718 0.0105
H 2.958 -1.395 -6.091 -0.1727 0.0107 0.1132
H 2.782 -3.068 -5.482 -0.1140 0.0526 -0.1423
H 2.965 -0.635 -0.284 0.0663 -0.0537 -0.0101
H 1.751 -0.700 -1.524 -0.1214 -0.3547 -0.1512
H 2.659 -2.974 -2.246 -0.1075 0.0399 0.0509
H 4.015 -2.772 -1.161 0.0421 0.2105 -0.0868
H 2.446 -3.033 -0.483 -0.2469 0.2459 -0.0375
H 2.320 2.024 -3.696 -0.1444 0.2762 -0.2309
H 0.916 1.614 -4.750 0.2366 0.1464 -0.1335
H -0.105 0.596 -2.514 -0.3106 0.1074 -0.7095
H 0.971 1.607 -1.698 0.3240 0.3750 -0.2376
H -0.157 2.373 -2.826 -0.1397 -0.0811 0.0653
```
Forces are in eV/Å.


ORCA calculation (wB97M-V/def2-TZVPD) on 2 unconnected molecules or ions with the total composition C3H4ClOP in a non-equilibrium geometry.

Computed properties:
Orbital gap (spin up / spin down) (eV): 8.77 / 6.88
F_max (Eh/bohr): 0.1057
LUMO (spin up / spin down) (eV): 0.3 / -2.8
ΔE to the lowest compared entry with this formula, charge and spin (kcal/mol): 52.2
E_tot (eV): -27028.6432
Spin multiplicity: 3

```
10
Properties=species:S:1:pos:R:3:forces:R:3
C -1.956 -0.656 0.217 1.1876 -2.7730 2.0741
C 1.132 0.523 0.176 1.5081 -2.5748 2.4681
C 1.746 -0.606 -0.267 -3.2175 3.5208 -2.6065
O -2.071 2.218 0.421 1.0256 0.6400 1.8414
P -2.274 0.891 -0.131 -2.4829 1.8172 -3.8760
Cl -2.354 -2.108 -0.441 0.0727 0.2578 -0.0082
H 0.332 1.121 -0.204 0.0943 0.1205 -0.7678
H 1.349 0.664 1.271 -0.2768 0.5740 -1.1761
H 1.623 -0.969 -1.277 -0.2633 -0.0179 -0.2227
H 2.473 -1.077 0.235 2.3524 -1.5644 2.2736
```
Forces are in eV/Å.


ORCA calculation (wB97M-V/def2-TZVPD) on C22H33N3OS in the gas phase.

Computed properties:
Structure (SMILES): CCCCN(CC)Cc1ccc(CNC(=S)Nc2c(C)cc(C)cc2C)o1
Orbital gap (eV): 8.69
F_max (Eh/bohr): 0.0182
LUMO (eV): 0.6
ΔE to the lowest compared entry with this formula, charge and spin (kcal/mol): 33.3
E_tot (eV): -40703.2446

```
60
Properties=species:S:1:pos:R:3:forces:R:3
C 0.845 -0.275 -3.595 0.0144 -0.2614 0.0480
C 1.517 -1.553 -3.108 0.1832 0.1338 0.0029
C 2.574 -1.302 -2.035 -0.4289 -0.0554 0.0151
C 1.992 -0.752 -0.731 0.2407 -0.1650 -0.3560
N 3.025 -0.702 0.295 0.1058 0.0511 0.0546
C 3.073 0.539 1.045 0.0844 0.1751 -0.1651
C 3.689 1.657 0.209 -0.1150 -0.1864 0.2492
C 3.058 -1.892 1.132 -0.2943 0.0373 -0.0347
C 1.944 -1.956 2.131 0.6565 0.2272 0.6237
C 1.896 -1.625 3.454 0.1600 -0.2095 -0.6286
C 0.546 -1.771 3.859 -0.4247 -0.2794 -0.3968
C -0.139 -2.184 2.757 -0.2341 0.0819 0.8797
C -1.598 -2.373 2.504 0.3401 -0.1203 -0.0205
N -2.150 -1.195 1.855 -0.0325 0.4188 -0.3513
C -2.453 -0.086 2.572 -0.0691 -0.0844 -0.0270
S -2.667 -0.089 4.211 -0.1057 0.0526 0.7302
N -2.615 1.069 1.884 -0.0125 0.1895 -0.1475
C -2.448 1.253 0.490 0.0799 -0.0199 -0.4300
C -3.346 0.676 -0.413 -0.0053 0.0720 0.1056
C -4.497 -0.156 0.064 -0.0474 -0.0221 -0.0345
C -3.165 0.912 -1.768 0.1541 0.0550 0.0170
C -2.132 1.710 -2.240 -0.0254 -0.0522 0.0534
C -2.001 1.991 -3.705 -0.0504 0.0402 0.0129
C -1.253 2.271 -1.323 -0.1085 -0.0378 0.0291
C -1.395 2.054 0.039 -0.0046 -0.1167 0.0556
C -0.449 2.671 1.024 -0.0070 -0.0385 -0.0020
O 0.705 -2.295 1.700 -0.1661 -0.1483 -0.2825
H 0.173 -0.492 -4.423 -0.1015 0.0723 -0.0852
H 1.592 0.438 -3.939 0.0653 0.1463 -0.0529
H 0.264 0.186 -2.800 -0.0921 0.1335 0.0597
H 1.994 -2.049 -3.957 -0.0618 -0.0822 0.0089
H 0.757 -2.233 -2.715 -0.0067 -0.1011 -0.0285
H 3.087 -2.241 -1.816 0.0941 -0.0052 0.0386
H 3.323 -0.602 -2.408 0.1084 0.0185 0.0107
H 1.146 -1.380 -0.418 -0.0153 0.1335 -0.0330
H 1.604 0.254 -0.898 -0.0621 0.0226 0.0360
H 2.077 0.849 1.405 0.0775 -0.0622 0.0834
H 3.702 0.371 1.922 -0.0723 0.0206 0.0493
H 4.673 1.355 -0.137 0.1146 -0.0040 -0.0543
H 3.787 2.558 0.810 -0.0032 0.1642 0.0072
H 3.076 1.885 -0.659 -0.0661 0.0710 -0.1336
H 3.015 -2.763 0.474 0.0991 -0.0469 0.0656
H 4.011 -1.907 1.669 -0.1001 -0.1051 0.0075
H 2.719 -1.319 4.067 0.2501 0.0652 0.0608
H 0.135 -1.589 4.830 -0.1869 0.0417 0.1586
H -1.774 -3.232 1.852 -0.0182 0.0318 0.0843
H -2.121 -2.506 3.453 0.0915 -0.0728 -0.1743
H -1.825 -1.029 0.911 -0.0557 -0.0151 0.0110
H -2.732 1.892 2.458 -0.0155 -0.2280 0.0709
H -4.833 0.173 1.044 -0.0565 -0.0390 0.0559
H -5.326 -0.087 -0.636 -0.0610 -0.0091 -0.0336
H -4.211 -1.204 0.148 -0.0512 -0.0525 0.0408
H -3.859 0.475 -2.471 -0.1029 -0.0647 -0.0936
H -2.674 2.802 -3.985 -0.0078 0.0462 -0.0912
H -2.268 1.117 -4.293 0.0132 -0.0378 -0.0929
H -0.987 2.291 -3.957 0.0698 0.0095 -0.0706
H -0.443 2.893 -1.675 0.1199 0.0697 -0.0437
H -0.147 1.946 1.779 0.0387 0.0144 0.0582
H -0.929 3.504 1.539 0.0412 0.0745 0.0944
H 0.438 3.049 0.522 0.0659 0.0530 -0.0147
```
Forces are in eV/Å.


ORCA calculation (wB97M-V/def2-TZVPD) on 2 unconnected molecules or ions with the total composition C4H9O in a non-equilibrium geometry.

Computed properties:
Orbital gap (eV): 6.31
F_max (Eh/bohr): 0.0319
LUMO (eV): 4.1
Total charge: -1
ΔE to the lowest compared entry with this formula, charge and spin (kcal/mol): 35.1
E_tot (eV): -6339.2460

```
14
Properties=species:S:1:pos:R:3:forces:R:3
C -0.915 -0.133 2.443 -0.7400 -0.6009 0.6393
O -1.550 -0.655 1.375 0.3569 0.0855 -0.3089
H -1.435 -0.402 3.405 -0.0786 0.2766 0.1494
H 0.107 -0.530 2.685 0.2757 0.1917 -0.4402
H -0.857 0.982 2.465 0.2426 0.0986 -0.0126
C 0.878 1.083 -0.979 1.4633 -0.7180 -0.1798
C 0.217 -0.277 -1.026 -0.0206 0.7466 0.5709
C 0.295 -1.089 -2.082 -0.4488 -0.1080 0.0571
H 0.239 1.705 -1.605 0.1555 0.3165 0.1366
H 1.049 1.552 -0.011 -0.5704 -0.2417 0.2203
H 1.889 1.040 -1.416 -0.1896 0.1441 -0.3819
H -0.443 -0.459 -0.149 -0.7647 0.0086 -0.5756
H -0.610 -1.635 -2.341 0.4898 -0.9644 0.4719
H 1.136 -1.184 -2.765 -0.1712 0.7645 -0.3464
```
Forces are in eV/Å.


ORCA calculation (wB97M-V/def2-TZVPD) on a molecular structure, C23H30B2CdN9O2S2.

Computed properties:
Orbital gap (eV): 7.04
F_max (Eh/bohr): 0.0169
LUMO (eV): 2.6
Total charge: -1
ΔE to the lowest compared entry with this formula, charge and spin (kcal/mol): 17.8
E_tot (eV): -69437.0579

```
69
Properties=species:S:1:pos:R:3:forces:R:3
Cd -0.590 -0.551 0.460 -0.4217 -0.6566 0.3767
C -0.323 -4.725 2.590 0.0055 0.0679 -0.0242
C -0.988 -3.511 2.336 -0.0074 -0.0991 0.0554
N -0.224 -2.698 1.624 0.1770 -0.0187 -0.1652
N 0.945 -3.355 1.401 -0.0105 0.0649 0.0603
C 0.904 -4.574 1.974 -0.1223 0.1056 -0.0387
B 2.152 -2.733 0.654 -0.1367 0.1379 -0.0210
N 1.765 -2.494 -0.829 -0.0019 -0.1851 0.1200
C 2.551 -2.586 -1.920 -0.1086 0.0999 0.0231
C 1.749 -2.443 -3.035 -0.1228 0.0156 -0.0377
C 0.454 -2.272 -2.506 0.1332 -0.0901 -0.0087
N 0.478 -2.310 -1.181 0.2132 0.0600 -0.2302
N 2.574 -1.421 1.384 0.0093 -0.1733 0.1427
C 3.824 -1.072 1.751 -0.0863 0.0530 -0.0018
C 3.741 0.054 2.546 -0.0925 0.0323 -0.0098
C 2.360 0.315 2.616 0.0994 -0.0805 -0.0112
N 1.668 -0.576 1.916 0.2969 0.1276 -0.0619
H -0.683 -5.580 3.140 0.0122 0.0734 -0.0482
H -1.981 -3.200 2.633 0.0932 -0.0218 -0.0779
H 1.744 -5.248 1.894 -0.0601 0.1159 0.0152
H 3.098 -3.490 0.691 -0.0913 0.0435 0.0192
H 3.615 -2.743 -1.830 -0.0892 -0.0235 0.0250
H 2.049 -2.470 -4.072 -0.0281 0.0019 0.1108
H -0.492 -2.159 -3.018 0.0806 0.0774 0.0540
H 4.681 -1.652 1.438 -0.1372 0.0288 0.0082
H 4.552 0.597 3.006 -0.0756 -0.0510 -0.0204
H 1.842 1.080 3.175 0.0274 -0.0171 -0.0869
C -3.411 -4.958 -0.289 -0.1360 0.1621 -0.0166
S -4.467 -3.864 0.696 0.0640 0.0703 0.0559
C -3.610 -2.285 0.513 -0.1675 0.3530 -0.0285
S -2.985 -1.761 -0.966 0.3206 -0.1677 0.0197
N -3.676 -1.582 1.615 0.0024 -0.7379 0.2747
N -2.845 -0.523 1.705 0.2311 0.0599 -0.3911
C -3.299 0.515 2.279 0.0770 0.3359 0.1186
C -2.453 1.696 2.519 -0.0381 -0.0645 -0.0539
C -3.041 2.874 2.977 -0.1599 0.1034 0.0406
C -2.264 4.010 3.112 -0.0263 0.0167 0.0053
C -0.919 3.946 2.785 -0.0352 0.0158 0.0034
C -0.414 2.723 2.369 -0.0165 -0.1771 -0.0202
N -1.149 1.622 2.253 0.1269 0.0544 0.0251
H -4.030 -5.779 -0.652 0.0283 0.0425 0.0364
H -2.593 -5.341 0.318 0.0476 0.0024 -0.0092
H -3.018 -4.388 -1.129 -0.0027 -0.0224 -0.0295
H -4.348 0.570 2.560 -0.0629 -0.0175 0.1170
H -4.101 2.886 3.205 0.0566 0.0267 -0.0214
H -2.704 4.938 3.458 -0.0157 -0.0073 -0.0067
H -0.277 4.816 2.844 -0.0100 -0.0535 0.0205
H 0.636 2.619 2.111 -0.0449 -0.0112 -0.0422
C 2.496 2.944 -2.485 0.1211 0.0087 -0.0105
C 1.188 2.176 -2.497 -0.1490 -0.0371 -0.0647
C 1.048 1.425 -3.818 -0.0250 -0.0893 0.0239
O 1.213 1.187 -1.456 -0.1088 0.1091 0.1107
B -0.051 1.093 -0.869 0.3077 0.3953 -0.4330
O -0.854 2.135 -1.330 0.0623 -0.0983 -0.0420
C -0.071 3.029 -2.142 0.1168 -0.0523 0.1351
C 0.256 4.241 -1.278 0.0217 0.0202 0.1637
C -0.900 3.461 -3.334 -0.1312 0.0369 -0.0923
H 3.309 2.269 -2.766 -0.0501 0.0626 0.0303
H 2.715 3.343 -1.494 -0.0157 -0.0091 -0.0784
H 2.466 3.768 -3.206 0.0305 -0.0473 0.0524
H 1.888 0.734 -3.910 -0.0359 0.0194 -0.0070
H 1.047 2.106 -4.674 -0.0004 -0.0448 0.0211
H 0.133 0.830 -3.824 0.0327 0.0480 -0.0297
H 0.844 3.941 -0.405 -0.0385 0.0550 -0.0912
H -0.682 4.670 -0.915 0.0564 -0.0068 -0.0304
H 0.805 5.005 -1.837 -0.0412 -0.0489 0.0600
H -1.306 2.599 -3.864 0.0495 0.0698 0.0191
H -0.300 4.059 -4.028 -0.0632 -0.0263 0.0384
H -1.741 4.069 -2.989 0.0659 -0.0375 -0.0402
```
Forces are in eV/Å.


ORCA calculation (wB97M-V/def2-TZVPD) on 5 unconnected molecules or ions with the total composition C16H10Cl16F13NO in a non-equilibrium geometry.

Computed properties:
Structure (SMILES): O=C1C[C@@H](CCC(F)(F)C(F)(F)C(F)(F)C(F)(F)C(F)(F)C(F)(F)F)CN1.ClC(Cl)(Cl)Cl.ClC(Cl)(Cl)Cl.ClC(Cl)(Cl)Cl.ClC(Cl)(Cl)Cl
Orbital gap (eV): 9.85
F_max (Eh/bohr): 0.0405
LUMO (eV): 0.1
ΔE to the lowest compared entry with this formula, charge and spin (kcal/mol): 0.0
E_tot (eV): -255976.6790

```
57
Properties=species:S:1:pos:R:3:forces:R:3
O 4.068 -0.649 1.057 -0.3104 0.1625 -0.1019
C 3.339 -0.426 0.124 0.6893 0.3475 -0.7425
C 3.413 -1.059 -1.275 -1.0336 -0.3677 0.7116
C 1.904 -1.407 -1.405 0.2394 0.6261 -0.0885
C 1.564 -2.581 -0.481 0.0137 -0.3063 -0.5465
C 0.306 -3.357 -0.880 -0.0983 0.7313 0.0030
C -0.979 -2.514 -0.737 1.7146 -1.1700 0.1892
F -1.118 -1.776 -1.862 -0.5061 0.2327 -0.0080
F -0.821 -1.677 0.313 -0.6467 0.2396 0.1316
C -2.191 -3.455 -0.528 0.1589 0.0384 -0.7179
F -2.142 -4.015 0.690 -0.1573 0.4110 0.0902
F -2.025 -4.472 -1.415 -0.1427 0.1548 -0.1545
C -3.606 -2.893 -0.839 -0.6421 -0.7779 0.4236
F -3.695 -2.543 -2.134 0.2603 0.3978 0.1559
F -4.451 -3.938 -0.682 0.1390 0.0185 0.1343
C -4.122 -1.753 0.104 0.1017 -0.0305 0.3780
F -3.324 -1.636 1.187 0.2357 -0.1057 -0.3388
F -5.332 -2.087 0.585 -0.0617 0.2405 -0.3280
C -4.197 -0.348 -0.545 -0.6113 0.6590 0.4260
F -4.411 0.518 0.467 -0.1195 -0.1356 0.0497
F -3.034 0.002 -1.104 0.0833 -0.4102 -0.0401
C -5.365 -0.136 -1.586 0.4377 0.4389 -1.1633
F -6.127 0.904 -1.230 0.0962 -1.3022 -0.1115
F -6.121 -1.213 -1.781 0.0291 0.1825 0.3917
F -4.815 0.184 -2.770 -0.1414 -0.1616 0.2681
C 1.357 -0.018 -1.006 0.6716 0.5413 -1.1325
N 2.207 0.419 0.128 -1.1187 -1.4657 0.4275
H 3.612 -0.342 -2.065 0.5586 0.0384 0.2146
H 4.064 -1.925 -1.281 0.2359 0.0627 -0.1122
H 1.636 -1.611 -2.441 -0.0368 -0.2770 -0.0507
H 2.387 -3.286 -0.598 0.0270 -0.1386 0.1346
H 1.566 -2.299 0.570 -0.1124 0.1000 0.0776
H 0.400 -3.587 -1.938 -0.1552 -0.3058 -0.0538
H 0.216 -4.282 -0.321 0.0012 -0.0488 0.1055
H 1.576 0.675 -1.826 -0.0299 -0.2012 -0.0221
H 0.288 0.103 -0.884 -0.0397 -0.2484 0.7174
H 1.651 0.187 0.945 0.4757 0.7022 0.5632
Cl 4.381 1.643 -6.337 -0.0087 -0.0024 0.0376
C 4.208 1.969 -4.610 0.0628 0.0378 -0.0457
Cl 5.668 1.457 -3.760 -0.0304 -0.0044 0.0034
Cl 3.950 3.697 -4.357 -0.0043 -0.0384 0.0043
Cl 2.820 1.071 -3.977 -0.0092 0.1660 -0.3165
Cl 2.650 4.248 4.024 -0.0200 0.0072 0.0106
C 2.798 2.850 2.946 0.1078 -0.1250 -0.0794
Cl 1.185 2.189 2.632 -0.1045 0.1673 0.1788
Cl 3.537 3.361 1.427 -0.0273 0.0173 0.0365
Cl 3.801 1.621 3.709 -0.3384 -0.1428 -0.5002
Cl -5.098 5.529 0.266 -0.0176 -0.0061 -0.0025
C -6.703 4.881 -0.096 -0.0493 -0.0317 0.0523
Cl -6.581 3.145 -0.389 -0.0970 0.8826 0.2484
Cl -7.781 5.184 1.273 0.0254 -0.0082 -0.0328
Cl -7.346 5.678 -1.537 0.0075 -0.0079 0.0186
Cl 5.619 0.276 7.300 0.0024 0.0067 -0.0031
C 6.165 1.957 7.246 -0.0014 0.0862 0.0212
Cl 6.047 2.665 8.862 0.0038 -0.0205 -0.0239
Cl 7.846 2.011 6.701 -0.0171 -0.0033 0.0104
Cl 5.151 2.861 6.120 0.3103 0.1466 0.5016
```
Forces are in eV/Å.